Here is 17 unconnected molecules or ions with the total composition C34H102O17S17 from OMol25. Energies are from wB97M-V/def2-TZVPD.

ORCA input file:
```
! RIJCOSX wB97M-V def2-TZVPD def2/J DEFGRID3
* xyz 0 1
C 4.90950 -4.81011 -1.43033
S 4.49442 -3.54344 -2.74937
O 3.50796 -2.67030 -2.01187
C 6.16839 -2.67902 -2.69800
H 5.21194 -4.36708 -0.48147
H 5.80955 -5.32880 -1.76044
H 4.02340 -5.42073 -1.25692
H 6.51392 -2.31039 -3.66382
H 6.96044 -3.36972 -2.40871
H 6.12445 -1.84026 -2.00326
C 2.85010 0.63414 -3.51660
S 1.78701 2.10329 -3.37331
O 1.37186 2.33201 -1.92515
C 3.08537 3.40275 -3.63332
H 3.68475 0.94681 -2.88915
H 3.21187 0.61408 -4.54462
H 2.43633 -0.35559 -3.32337
H 3.83456 3.32775 -2.84517
H 2.62678 4.39123 -3.65967
H 3.57044 3.22270 -4.59270
C -2.54540 -0.44456 6.24581
S -0.98677 0.39942 5.69327
O -1.45581 1.79682 5.22041
C -0.10380 0.80475 7.20684
H -2.38048 -1.42449 6.69376
H -3.27008 -0.53940 5.43714
H -3.16312 0.09156 6.96629
H 0.79010 1.36403 6.93071
H 0.15091 -0.10765 7.74603
H -0.66924 1.45513 7.87421
C 1.52852 5.25817 5.89873
S 2.44411 5.08897 7.51638
O 2.73976 6.53674 7.84462
C 0.91822 4.61442 8.47922
H 2.02966 6.06099 5.35796
H 0.49870 5.50561 6.15630
H 1.62235 4.39525 5.23944
H 0.36238 3.73898 8.14345
H 0.23200 5.45918 8.53914
H 1.18640 4.42186 9.51802
C 4.18948 1.20302 -0.03928
S 4.95655 0.92706 1.62099
O 3.75505 0.46401 2.40193
C 5.85331 -0.63718 1.15414
H 3.55802 2.07298 0.14107
H 3.57092 0.38109 -0.39968
H 4.93286 1.51399 -0.77331
H 6.60095 -0.25443 0.45942
H 5.21782 -1.20205 0.47211
H 6.21786 -1.21472 2.00365
C -0.55355 -3.31591 2.27392
S -1.61218 -3.60758 3.70557
O -2.77951 -4.50992 3.35146
C -0.46407 -4.71282 4.60043
H 0.04547 -2.41469 2.40453
H -1.19933 -3.15624 1.41044
H 0.06802 -4.15042 1.94936
H -0.23280 -5.51772 3.90277
H -0.82919 -5.04973 5.57062
H 0.46246 -4.20597 4.87018
C 0.05807 -0.97381 -1.07346
S -0.74262 0.06795 0.20849
O -1.63399 -0.88636 0.99121
C 0.77700 0.29733 1.17680
H 0.58047 -0.26085 -1.71133
H -0.77736 -1.41753 -1.61500
H 0.74187 -1.73430 -0.69640
H 0.50577 0.65729 2.16925
H 1.40431 1.01964 0.65444
H 1.41163 -0.58380 1.27147
C 0.97102 -1.46033 -7.03000
S 2.05411 -2.87595 -7.02506
O 2.19075 -3.37608 -8.49912
C 3.72450 -2.16581 -6.57004
H -0.08794 -1.69821 -6.92939
H 0.96341 -0.95547 -7.99600
H 1.21643 -0.66766 -6.32321
H 3.68755 -1.72806 -5.57249
H 3.94683 -1.38899 -7.30162
H 4.50160 -2.92786 -6.62908
C 3.61687 0.53081 5.78452
S 3.73083 -1.28691 6.15858
O 2.65069 -1.70116 7.17454
C 3.00607 -1.88355 4.47932
H 4.17197 0.69516 4.86096
H 3.98081 1.08697 6.64843
H 2.58719 0.85165 5.62665
H 3.14374 -2.96464 4.45955
H 3.67306 -1.49106 3.71174
H 1.95860 -1.61059 4.35128
C -2.51677 -0.25806 -3.75506
S -4.27452 0.18193 -3.60614
O -4.98606 -1.09412 -3.95922
C -4.27047 0.42719 -1.78640
H -1.87406 0.37482 -3.14312
H -2.21009 -0.05575 -4.78127
H -2.38406 -1.29483 -3.44585
H -3.86783 -0.43307 -1.25167
H -5.27778 0.49015 -1.37474
H -3.73894 1.35690 -1.58344
C -4.70120 -1.70588 1.93312
S -6.19761 -1.34428 0.92239
O -6.35530 -2.60036 0.01795
C -7.39838 -1.47001 2.33554
H -4.94519 -2.57486 2.54421
H -4.50035 -0.87391 2.60808
H -3.81228 -2.05366 1.40685
H -8.43745 -1.44863 2.00697
H -7.43504 -0.68347 3.08928
H -7.40391 -2.46337 2.78423
C -0.12210 2.54021 -6.95052
S 1.67655 2.98784 -7.11051
O 2.39728 1.75066 -6.60004
C 1.66476 2.84150 -8.98733
H -0.39930 1.75501 -7.65389
H -0.74444 3.35376 -7.32325
H -0.26460 2.27162 -5.90378
H 1.05717 1.99006 -9.29386
H 2.72204 2.79245 -9.24782
H 1.14975 3.70438 -9.40960
C 1.43521 3.67493 2.14117
S 0.85354 5.36743 2.56232
O 0.85837 6.11500 1.22497
C -0.89518 4.97729 2.96648
H 0.78422 3.33012 1.33780
H 1.23947 3.08828 3.03874
H 2.49457 3.54011 1.92278
H -1.49020 5.75944 3.43797
H -0.80761 4.14789 3.66829
H -1.36559 4.55478 2.07861
C -1.17828 4.31005 -1.43069
S -1.18188 3.71404 -3.23765
O -2.59144 3.50602 -3.72488
C -0.33883 5.11524 -4.11040
H -1.74646 5.22437 -1.25947
H -0.13358 4.48930 -1.17655
H -1.56627 3.51611 -0.79256
H -0.09437 4.85469 -5.14017
H 0.55935 5.48949 -3.61917
H -1.00733 5.97399 -4.04909
C -5.69902 2.47234 2.79948
S -4.30809 3.27926 1.97539
O -3.99338 4.55796 2.75602
C -2.93540 2.05805 2.19653
H -6.24042 1.89276 2.05177
H -6.39913 3.23636 3.13743
H -5.46821 1.85656 3.66877
H -3.19838 1.12123 1.70528
H -2.73103 1.79056 3.23324
H -1.97845 2.45065 1.85273
C -5.53263 -4.03681 -3.03452
S -3.71790 -3.68977 -2.85752
O -2.96841 -4.90826 -3.40704
C -3.66493 -4.06726 -1.04455
H -5.97087 -3.12804 -2.62196
H -5.72129 -4.89533 -2.38996
H -5.74427 -4.39864 -4.04070
H -4.24311 -4.92712 -0.70624
H -4.07048 -3.20498 -0.51530
H -2.63009 -4.08243 -0.70254
C 0.14314 -4.17027 -2.81538
S 0.87163 -5.34251 -1.61493
O 0.45556 -4.86897 -0.23063
C -0.41334 -6.56691 -1.97658
H 0.73127 -3.25634 -2.89865
H -0.91962 -3.99564 -2.64760
H 0.24547 -4.53863 -3.83613
H -0.51769 -6.92103 -3.00215
H -1.35246 -6.03873 -1.81167
H -0.28875 -7.42653 -1.31807
*
```

Its HOMO-LUMO gap is 7.912 eV. The HOMO energy comes out at -8.2 eV.

Here is a molecular structure, C34H14F4IrN8O4 from OMol25. Energies are from wB97M-V/def2-TZVPD.

ORCA input file:
```
! RIJCOSX wB97M-V def2-TZVPD def2/J DEFGRID3
* xyz 1 5
Ir 1.05424 -2.25813 -1.61323
O 2.68100 -0.49924 1.80957
C 1.66679 -0.78469 0.81632
N 2.11338 -1.09154 -0.50319
C 3.30959 -0.61698 -1.02605
O 4.07106 0.15155 -0.50458
C 3.55692 -1.19831 -2.39795
C 4.78457 -1.05808 -3.00675
C 4.98929 -1.65982 -4.24133
C 3.94267 -2.34629 -4.83646
C 2.72929 -2.43140 -4.17634
N 2.54567 -1.88501 -2.97165
C 0.64865 -1.83147 1.23131
C 0.18650 -1.92888 2.52719
C -0.82535 -2.83359 2.80776
C -1.33596 -3.61199 1.77914
C -0.81894 -3.46388 0.50835
N 0.14995 -2.58456 0.23429
H 5.55535 -0.49771 -2.49664
H 5.95436 -1.60394 -4.72612
H 4.05676 -2.82578 -5.79739
H 1.88908 -2.95599 -4.61040
H 0.61787 -1.30715 3.29919
H -1.21349 -2.92676 3.81273
H -2.12251 -4.32916 1.96235
H -1.17979 -4.05852 -0.32073
O -0.92075 -4.09278 -4.67310
C -0.70744 -3.46370 -3.66952
O 0.31334 -3.61220 -2.87278
C -1.67038 -2.38933 -3.19385
C -2.97955 -2.37280 -3.69448
C -3.87811 -1.51915 -3.12184
C -3.47147 -0.67375 -2.07037
C -4.37478 0.17383 -1.38949
C -3.94567 0.95936 -0.35882
C -2.57986 0.97261 -0.01268
C -1.67431 0.18713 -0.66848
C -2.10322 -0.69489 -1.67689
N -1.23999 -1.57728 -2.25237
H -3.23377 -3.05553 -4.49192
H -4.90576 -1.48382 -3.46250
H -5.41141 0.17967 -1.70224
H -4.63561 1.59545 0.17872
H -2.24332 1.62475 0.78460
H -0.62548 0.25054 -0.43520
F 1.44969 2.74052 5.26076
C 0.90533 3.25864 4.16907
C -0.19053 4.08978 4.31030
F -0.63254 4.35429 5.52713
C -0.89322 4.56371 3.19321
C -0.31266 4.30398 1.94066
C 0.80007 3.50373 1.80378
F 1.34356 3.39199 0.60214
C 1.38305 2.87602 2.91359
C 2.33618 1.76691 2.79739
C 2.05703 0.71966 1.88552
N 1.09382 0.56574 1.01762
C 3.41535 1.59378 3.67745
N 4.32084 1.43759 4.37746
F -0.83802 4.84426 0.85025
C -2.18204 5.20396 3.30861
C -3.10768 5.14170 2.24435
N -3.89227 5.00756 1.40901
C -2.66631 5.78184 4.49738
N -3.10909 6.28356 5.43812
*
```

As for the expectation value of S²: 6.06. Its HOMO-LUMO gap (alpha / beta) is 7.738 / 5.865 eV. The HOMO energy (alpha / beta) comes out at -11.3 / -11.9 eV.

Here is a molecular structure, C34H18Cl5GdN3O7PS4 from OMol25. Energies are from wB97M-V/def2-TZVPD.

ORCA input file:
```
! RIJCOSX wB97M-V def2-TZVPD def2/J DEFGRID3
* xyz -2 8
Gd 0.95706 -0.86663 1.13806
O 1.33230 5.14401 3.93433
C 1.28222 3.90006 3.36742
C 2.12411 2.87632 3.77251
C 2.01154 1.65139 3.13712
N 1.11971 1.43815 2.18364
C 0.30286 2.41601 1.81183
C 0.34584 3.67929 2.36464
C -0.71054 1.99492 0.76613
O -1.56701 2.78605 0.38518
O -0.55579 0.78148 0.38817
C 2.88299 0.45568 3.51126
O 3.61268 0.58838 4.49241
O 2.72978 -0.55829 2.76372
H 2.00673 5.12913 4.62227
H 2.85827 2.98565 4.56103
H -0.33915 4.44475 2.03297
O 6.84488 -2.85924 -2.60912
C 5.79861 -2.48602 -2.12122
S 5.48525 -0.84274 -1.58367
C 3.82087 -1.06416 -1.05464
C 3.32260 -2.31180 -1.18853
S 1.72888 -2.85732 -0.73135
S 4.40118 -3.52576 -1.86614
S 3.02254 0.33787 -0.41849
N -2.55032 0.08482 -1.87137
P -0.96505 -0.61276 -1.86785
C -1.17250 -1.62177 -3.42781
C -0.79664 -2.95851 -3.42442
C -0.92545 -3.74122 -4.56893
C -1.43713 -3.19391 -5.73267
C -1.81489 -1.85352 -5.75060
C -1.67763 -1.08133 -4.61117
C -0.02831 0.74540 -2.66847
C -0.43555 2.07257 -2.64564
C 0.32314 3.05138 -3.28182
C 1.49384 2.70856 -3.93738
C 1.91392 1.38265 -3.94877
C 1.16203 0.41094 -3.31653
C -3.35774 0.24778 -0.76578
C -4.33897 1.25539 -0.76384
C -5.14614 1.37880 0.33815
C -4.97946 0.51073 1.41796
C -3.98791 -0.44576 1.31381
N -3.19888 -0.59304 0.24944
H -2.65882 0.84298 -2.53269
H -0.37155 -3.39029 -2.52636
H -0.61266 -4.77756 -4.54381
H -1.53474 -3.80023 -6.62506
H -2.20210 -1.40993 -6.66047
H -1.94633 -0.03051 -4.65354
H -1.31356 2.36723 -2.08221
H -0.00102 4.08399 -3.24653
H 2.09298 3.47257 -4.41723
H 2.84532 1.10816 -4.42686
H 1.50322 -0.61886 -3.32234
H -4.41830 1.93927 -1.59889
H -5.89459 2.16206 0.37199
H -5.58150 0.58899 2.31166
H -3.80081 -1.13477 2.13018
Cl -1.70107 0.67679 3.85618
C -0.54538 -0.53887 4.40514
C 0.00518 -1.39459 3.47826
C 0.86204 -2.34295 4.00858
Cl 1.59436 -3.45368 2.85674
C 1.17515 -2.45527 5.35509
Cl 2.25613 -3.68680 5.92533
C 0.60661 -1.55473 6.24920
Cl 0.96650 -1.66063 7.94009
C -0.26889 -0.58450 5.77353
Cl -0.99547 0.52983 6.88986
O -1.75315 -3.41002 0.13171
C -1.20633 -2.51204 0.55660
*
```

As for the expectation value of S²: 15.93. Its HOMO-LUMO gap (alpha / beta) is 5.436 / 5.769 eV. The HOMO energy (alpha / beta) comes out at -1.7 / -1.8 eV.

Here is a molecular structure, C34H19ClCoF5N4O7 from OMol25. Energies are from wB97M-V/def2-TZVPD.

ORCA input file:
```
! RIJCOSX wB97M-V def2-TZVPD def2/J DEFGRID3
* xyz -1 4
Co -0.47552 -0.84853 -0.47610
C 2.33828 -2.03957 0.87347
O 1.23823 -1.14992 1.00228
C 0.85288 -0.74567 2.24891
C 1.45642 -1.15747 3.42792
C 0.98135 -0.67854 4.64299
C -0.08117 0.21124 4.68497
C -0.68264 0.61974 3.50726
C -0.22976 0.14106 2.28798
N -0.82021 0.46375 1.04064
N -1.74619 1.36443 1.11068
C -2.39259 1.80190 -0.00339
C -2.03198 1.44462 -1.32644
O -1.09779 0.60670 -1.64344
C -2.73144 2.10395 -2.40165
C -3.72825 2.98890 -2.17051
C -4.14041 3.33098 -0.84781
C -5.19966 4.22823 -0.62660
C -5.59270 4.55107 0.64522
C -4.92167 3.97392 1.73441
C -3.88780 3.09306 1.54072
C -3.46672 2.74295 0.24103
H 3.24358 -1.57724 1.27396
H 2.44864 -2.21142 -0.19362
H 2.12996 -2.98416 1.37372
H 2.27351 -1.85805 3.40963
H 1.44509 -1.01471 5.55891
H -0.45016 0.57706 5.63069
H -1.52852 1.29251 3.51242
H -2.42263 1.83962 -3.40253
H -4.24073 3.45851 -3.00143
H -5.70344 4.65891 -1.48436
H -6.41531 5.23442 0.80991
H -5.22656 4.22241 2.74132
H -3.38635 2.64524 2.38300
O 2.96413 -1.99382 -5.08863
C 3.67183 -1.08063 -4.45259
O 4.76460 -0.72410 -4.82224
C 3.04313 -0.51922 -3.22961
C 3.53430 0.52172 -2.46174
Cl 4.86794 1.53599 -2.76554
N 2.68803 0.71116 -1.41510
N 1.66392 -0.16225 -1.48397
C 1.85992 -0.89317 -2.56071
C 0.84936 -1.96324 -2.87009
O 0.94832 -2.55091 -3.95826
O -0.02005 -2.11616 -1.99309
C 2.71614 1.60018 -0.31225
C 3.89897 2.03331 0.26734
C 3.84151 2.86430 1.37585
C 2.62348 3.25077 1.91231
C 1.44796 2.80122 1.32651
C 1.49099 1.98322 0.21313
H 2.11488 -2.22062 -4.59377
H 4.85615 1.71325 -0.11015
H 4.76530 3.19688 1.82740
H 2.59005 3.89101 2.78278
H 0.48781 3.08353 1.73182
H 0.57925 1.63992 -0.26024
F -2.30458 -3.88963 5.71055
C -2.09000 -3.49944 4.43559
C -2.82572 -2.46420 3.87709
F -3.75750 -1.83808 4.62042
C -2.59976 -2.06434 2.57402
F -3.32127 -1.03535 2.09209
C -1.62857 -2.66579 1.74085
O -1.40618 -2.29388 0.53238
C -0.90392 -3.71163 2.35542
F 0.07437 -4.32785 1.65414
C -1.12573 -4.12083 3.65650
F -0.38891 -5.12034 4.18153
*
```

As for the expectation value of S²: 3.76. Its HOMO-LUMO gap (alpha / beta) is 6.542 / 6.620 eV. The HOMO energy (alpha / beta) comes out at -5.2 / -5.3 eV.

Here is a molecular structure, C34H22CaClIN4O4PS from OMol25. Energies are from wB97M-V/def2-TZVPD.

ORCA input file:
```
! RIJCOSX wB97M-V def2-TZVPD def2/J DEFGRID3
* xyz 1 1
Ca 0.05781 0.12813 -0.31063
S 5.02123 -0.29789 5.86413
N 3.41579 -0.17856 5.83337
C 3.06029 -0.14897 4.55913
C 1.70203 -0.03307 4.06313
C 0.59153 0.07651 4.90137
C -0.66007 0.17871 4.34291
C -0.76789 0.17921 2.95398
N 0.27667 0.07354 2.14439
C 1.50644 -0.04577 2.68218
C 2.64509 -0.17309 1.75554
N 2.37261 -0.20134 0.43822
C 3.37409 -0.30801 -0.42350
C 4.70752 -0.40963 -0.03032
C 4.99659 -0.38610 1.31423
C 3.95226 -0.26032 2.23208
C 4.15528 -0.25364 3.66878
N 5.32207 -0.36144 4.28359
H 0.74049 0.08310 5.97327
H -1.54567 0.26841 4.95496
H -1.73870 0.27276 2.47837
H 3.10988 -0.31009 -1.47567
H 5.48661 -0.49752 -0.77335
H 6.01223 -0.45915 1.68092
O -0.31924 3.32156 -2.86777
Cl -0.04034 2.29082 -1.95288
O 1.26413 2.39956 -1.33508
O -0.09792 0.95337 -2.57255
O -1.02204 2.22530 -0.85989
I -3.02415 -0.52723 -0.80136
C -3.89021 -2.35358 -0.17235
C -5.24744 -2.18388 -0.07031
C -6.09494 -3.25862 0.25234
C -5.54821 -4.48404 0.44445
C -4.15139 -4.68742 0.34912
C -3.67638 -6.00284 0.55708
C -2.35009 -6.28889 0.50098
C -1.45029 -5.24422 0.25200
C -1.84549 -3.94511 0.03137
P -0.42204 -2.79961 -0.19628
C 0.41745 -3.36901 -1.71172
C 1.22103 -4.50349 -1.82517
C 1.80404 -4.82790 -3.03906
C 1.59218 -4.02777 -4.15538
C 0.79775 -2.89654 -4.05664
C 0.21804 -2.56811 -2.83890
C 0.66776 -3.26716 1.19777
C 0.10669 -3.38230 2.47258
C 0.91151 -3.55976 3.58495
C 2.29288 -3.63183 3.44229
C 2.85876 -3.52705 2.18145
C 2.05229 -3.33898 1.06501
C -3.24648 -3.61391 0.05478
H -5.68326 -1.21254 -0.25360
H -7.16125 -3.09784 0.32558
H -6.17413 -5.33674 0.67444
H -4.40190 -6.77883 0.76602
H -1.98573 -7.29430 0.66040
H -0.39494 -5.47858 0.26030
H 1.41711 -5.13133 -0.96557
H 2.42805 -5.70847 -3.11679
H 2.04955 -4.28748 -5.10071
H 0.62834 -2.27033 -4.92218
H -0.42034 -1.69109 -2.77979
H -0.97055 -3.33952 2.59214
H 0.46140 -3.65221 4.56509
H 2.92114 -3.78412 4.31060
H 3.93276 -3.59786 2.06262
H 2.51026 -3.24689 0.08801
*
```

Its HOMO-LUMO gap is 7.616 eV. The HOMO energy comes out at -11.0 eV.

| no. | DFT total energy (Eh) |
| --- | --- |
| 1 | -9404.22108 |
| 2 | -2546.53741 |
| 3 | -6998.45753 |
| 4 | -4395.20882 |
| 5 | -4003.60775 |